# 1
Molecular formula: C10H19LuNO4S2
Method: DFT, ωB97M-V/def2-TZVPD

Calculated values
Total energy   -75645.568 eV
Frontier orbital gap   6.89 eV
Net charge   +1

Geometry (Å):
1 Lu 0.79090 -0.28619 0.18900
2 S 0.16626 1.16919 2.44711
3 S 0.75957 -0.81830 -2.51936
4 C -0.76458 0.11128 3.62210
5 C -1.14844 2.24163 1.70164
6 C -1.86629 1.76031 0.43960
7 N -0.89004 1.35327 -0.63996
8 C -1.51181 0.91681 -1.94678
9 C -0.45579 0.50504 -2.97542
10 H -0.66226 3.20533 1.50122
11 H -1.87173 2.42699 2.50209
12 H -2.50794 2.58594 0.08149
13 H -2.53408 0.91982 0.64493
14 H -2.09305 1.74817 -2.38719
15 H -2.22513 0.11105 -1.75406
16 H 0.15070 1.37584 -3.25532
17 H -0.94313 0.16155 -3.89483
18 C -0.18068 -2.36408 -2.83817
19 H -0.35897 2.19906 -0.86054
20 H -1.14910 -2.26466 -2.35277
21 H 0.35771 -3.19061 -2.36937
22 H -0.31676 -2.61587 -3.90956
23 H -0.13872 -0.74656 3.87444
24 H -1.65287 -0.25088 3.11053
25 H -1.05343 0.60736 4.57092
26 C 3.05449 0.59182 0.13579
27 C 2.39681 1.68857 -0.32177
28 H 3.59585 -0.10077 -0.54760
29 H 3.39618 0.50295 1.19225
30 H 2.38657 1.95254 -1.40204
31 H 2.16764 2.55277 0.34049
32 O 2.34836 -3.86688 1.78918
33 C 1.62020 -2.99031 1.35199
34 O 2.00506 -1.80552 0.92166
35 C 0.06123 -3.14647 1.23350
36 O -0.43856 -4.19420 1.59152
37 O -0.49417 -2.04595 0.73329

Cartesian forces (eV/Å) of the 2 atoms listed first:
Lu -2.4 -3.7 1.1
S -0.6 0.3 0.2

# 2
Molecular formula: C15H16NO4RuSe4
Method: DFT, ωB97M-V/def2-TZVPD

Calculated values
Total energy   -289456.809 eV
Frontier orbital gap (alpha / beta)   3.91 / 3.62 eV
Net charge   +1

Geometry (Å):
1 Ru 0.93592 0.93543 0.76311
2 O 2.91659 1.84086 0.55929
3 C 3.62267 1.96037 -0.69709
4 C 4.46834 0.73738 -0.98032
5 C 3.73953 -0.55899 -0.62375
6 C 2.47061 -0.78222 -1.39897
7 C 2.55576 -1.51140 -2.57851
8 C 1.42884 -1.78535 -3.32785
9 C 0.20928 -1.32749 -2.86224
10 C 0.17760 -0.60504 -1.69032
11 N 1.27927 -0.30542 -0.97034
12 H 3.53597 1.71969 1.28920
13 H 4.21999 2.87065 -0.66540
14 H 2.83932 2.09068 -1.44108
15 H 5.40175 0.78277 -0.41434
16 H 4.74366 0.74723 -2.03753
17 H 3.53025 -0.57332 0.44336
18 H 4.40340 -1.40076 -0.81784
19 H 3.52587 -1.87642 -2.88817
20 H 1.50043 -2.35608 -4.24403
21 H -0.71492 -1.51822 -3.38846
22 H -0.75483 -0.22396 -1.31040
23 Se 1.64261 -0.97579 2.21171
24 Se 1.18383 0.91995 3.22343
25 Se 0.20975 3.29713 1.28554
26 Se 0.00058 2.62727 -0.79667
27 O -4.73033 0.41448 -0.53175
28 C -4.51203 -0.06664 0.70334
29 C -5.61431 -0.56028 1.40068
30 C -5.46249 -1.06292 2.67428
31 C -4.21005 -1.09284 3.29005
32 C -3.11635 -0.61991 2.60332
33 C -3.24233 -0.10386 1.30635
34 C -2.05635 0.41478 0.59994
35 O -2.16939 1.04104 -0.47761
36 O -0.91979 0.19550 1.17350
37 H -3.89179 0.80007 -0.84936
38 H -6.58055 -0.52776 0.91585
39 H -6.33035 -1.43560 3.20320
40 H -4.10213 -1.48321 4.29230
41 H -2.13386 -0.64183 3.05361

Cartesian forces (eV/Å) of the 2 atoms listed first:
Ru -0.7 1.6 -0.9
O -0.2 0.0 -0.1

# 3
Molecular formula: C4H5N3S
Method: DFT, ωB97M-V/def2-TZVPD

Calculated values
Total energy   -19532.003 eV
Frontier orbital gap   9.39 eV
SMILES   Sc1nc2n(n1)CC2
Energy above the lowest of the compared OMol25 structures with the same formula, charge and spin   66.36 kcal per mole
Net charge   0

Geometry (Å):
1 C -0.90246 -0.08096 -0.05785
2 C 1.02705 -0.73571 -0.32719
3 C 2.39190 -0.69605 0.26667
4 C 2.31903 0.80564 0.21176
5 H -2.66494 1.34761 0.68066
6 H 2.46639 -1.04863 1.24864
7 H 3.22666 -1.12648 -0.29186
8 H 2.24389 1.36784 1.19093
9 H 3.09760 1.28800 -0.41612
10 N -0.13007 -1.23717 -0.07799
11 N 0.98333 0.60928 -0.41244
12 N -0.21112 1.07639 -0.16652
13 S -2.61735 -0.04534 0.10163

Cartesian forces (eV/Å) of the 2 atoms listed first:
C 0.9 0.8 0.0
C 0.7 1.0 0.7

# 4
Molecular formula: C57H45Cl2N9O3PbTe
Method: DFT, ωB97M-V/def2-TZVPD

Calculated values
Total energy   -116981.285 eV
Frontier orbital gap (alpha / beta)   6.42 / 5.79 eV
Multiplicity   2
Net charge   -1

Geometry (Å):
1 Pb 0.33677 2.08758 -0.60849
2 Cl -2.83441 1.52864 -7.01001
3 C -1.96429 2.22950 -5.66972
4 C -2.16384 1.70632 -4.40395
5 C -1.49936 2.22096 -3.29018
6 N -1.63403 1.69284 -1.99329
7 C -2.73383 1.01284 -1.65570
8 O -3.73587 0.76964 -2.34241
9 C -2.81075 0.52466 -0.20923
10 C -4.00232 -0.04493 0.23117
11 C -4.10860 -0.42028 1.55720
12 C -3.02375 -0.22890 2.40278
13 C -1.87233 0.32203 1.86947
14 N -1.76960 0.68866 0.59584
15 C -0.60000 3.30337 -3.47541
16 C -0.42486 3.81687 -4.75889
17 C -1.09392 3.28802 -5.84735
18 Cl -0.80845 3.98272 -7.42184
19 N 0.15668 3.75097 -2.38001
20 C 0.67630 4.97409 -2.37677
21 O 0.40401 5.93378 -3.11494
22 C 1.74369 5.25307 -1.31705
23 C 2.49471 6.41821 -1.43643
24 C 3.47150 6.68123 -0.49454
25 C 3.66412 5.78456 0.54764
26 C 2.86774 4.65369 0.59131
27 N 1.93473 4.39127 -0.32171
28 H -2.84681 0.88366 -4.27676
29 H -4.80641 -0.16343 -0.48076
30 H -5.02856 -0.85217 1.93302
31 H -3.06530 -0.49807 3.45018
32 H -0.99246 0.48544 2.48538
33 H 0.25180 4.64224 -4.90837
34 H 2.28757 7.07804 -2.26586
35 H 4.07668 7.57670 -0.56826
36 H 4.41480 5.95297 1.30858
37 H 2.97311 3.91825 1.38319
38 C -3.75477 4.27878 -1.13307
39 C -2.63516 5.08896 -1.17987
40 C -1.82749 5.15757 -0.05454
41 C -2.16047 4.39262 1.05343
42 N -3.24899 3.62500 1.12133
43 C -4.02460 3.58425 0.03893
44 C -1.24185 4.39080 2.23647
45 C -1.20309 5.46723 3.11802
46 C -0.29789 5.43613 4.16199
47 C 0.53710 4.33804 4.29546
48 C 0.42800 3.30720 3.37028
49 N -0.44428 3.33374 2.36420
50 C 1.32522 2.11108 3.45645
51 C 1.63911 1.53569 4.68266
52 C 2.50064 0.44992 4.70957
53 C 3.02400 -0.02284 3.51966
54 C 2.65009 0.61225 2.34367
55 N 1.82097 1.64939 2.30655
56 H -4.39357 4.15116 -1.99677
57 H -2.36117 5.62757 -2.07956
58 H -0.93032 5.76410 -0.04965
59 H -4.89552 2.94097 0.10330
60 H -1.87225 6.30522 2.97527
61 H -0.23507 6.26126 4.86045
62 H 1.27772 4.29218 5.08318
63 H 1.19826 1.91896 5.59382
64 H 2.75276 -0.02425 5.64986
65 H 3.69803 -0.86895 3.49527
66 H 3.02127 0.27186 1.38266
67 N 2.53779 1.29689 -3.14895
68 C 1.55092 0.90357 -2.48300
69 H 2.74232 0.67627 -3.93903
70 C 0.04248 -7.98562 4.21393
71 C 0.12186 -6.65858 3.50374
72 C -1.00698 -6.06474 2.95955
73 C -0.93990 -4.84732 2.28387
74 C -2.21250 -4.26643 1.71339
75 C 0.29294 -4.20032 2.14525
76 Te 0.44599 -2.36114 0.97266
77 N 0.46022 -0.81586 -0.85887
78 C 0.26864 -1.02099 -2.10190
79 O 0.91184 -0.32012 -3.02473
80 C -0.61621 -2.08867 -2.64766
81 C -0.30057 -2.69411 -3.85774
82 C -1.10099 -3.71637 -4.34467
83 C -2.22417 -4.12145 -3.63604
84 C -2.55392 -3.49541 -2.44059
85 C -1.74883 -2.48334 -1.94399
86 C 1.53427 -3.49028 -0.46451
87 C 0.93219 -4.64469 -0.95813
88 C 1.53032 -5.38401 -1.96641
89 C 2.74487 -4.96643 -2.49069
90 C 3.34982 -3.82324 -1.99341
91 C 2.76416 -3.06429 -0.97868
92 C 3.47926 -1.83482 -0.48420
93 C 1.44084 -4.78000 2.70559
94 C 2.80381 -4.14250 2.59484
95 C 1.33565 -5.99701 3.37271
96 H -0.98337 -8.35241 4.24858
97 H 0.40844 -7.90750 5.23976
98 H 0.65163 -8.73716 3.70743
99 H -1.96667 -6.56390 3.05484
100 H -3.05768 -4.93167 1.89420
101 H -2.12895 -4.10065 0.63659
102 H -2.44083 -3.29662 2.15935
103 H 0.57130 -2.36262 -4.40498
104 H -0.85251 -4.18960 -5.28611
105 H -2.84794 -4.91918 -4.01998
106 H -3.44736 -3.78583 -1.90229
107 H -2.00162 -1.98244 -1.01849
108 H -0.01979 -4.96888 -0.55404
109 H 1.04078 -6.27202 -2.34633
110 H 3.22240 -5.52974 -3.28299
111 H 4.30355 -3.50196 -2.39749
112 H 4.54605 -1.90129 -0.70134
113 H 3.34425 -1.71868 0.59303
114 H 3.09283 -0.92932 -0.95863
115 H 2.74531 -3.05887 2.70827
116 H 3.24529 -4.34022 1.61422
117 H 3.47717 -4.53870 3.35608
118 H 2.23042 -6.44070 3.80109

Cartesian forces (eV/Å) of the 2 atoms listed first:
Pb -0.1 -0.1 -0.3
Cl 0.0 0.0 0.0

# 5
Molecular formula: C17H28F4O9S3
Method: DFT, ωB97M-V/def2-TZVPD

Calculated values
Total energy   -79885.344 eV
Frontier orbital gap   10.35 eV
SMILES   O=C1OC[C@@H](C(F)(F)C(F)F)O1.O=S1(=O)CCCC1.O=S1(=O)CCCC1.O=S1(=O)CCCC1
Net charge   0

Geometry (Å):
1 O -0.41996 4.43165 -0.32073
2 C -1.13725 3.53012 -0.59565
3 O -1.13778 2.87953 -1.78445
4 C -2.05150 1.76606 -1.64993
5 C -3.01715 2.39880 -0.67916
6 C -4.13435 1.57698 -0.05269
7 F -4.28266 1.89606 1.25308
8 F -3.90128 0.23394 -0.14476
9 C -5.46081 1.84698 -0.81454
10 F -6.32986 0.82862 -0.61731
11 F -6.01767 2.98530 -0.33717
12 O -2.07930 2.99000 0.23433
13 H -1.48434 0.95827 -1.17622
14 H -2.44697 1.41198 -2.60044
15 H -3.50665 3.24278 -1.18872
16 H -5.28273 1.95239 -1.89013
17 C -4.12101 -3.73032 -0.74067
18 C -4.97759 -4.27356 -1.89325
19 C -4.40529 -3.70284 -3.19706
20 S -2.65405 -3.42631 -2.88986
21 O -2.39103 -2.00750 -2.94763
22 O -1.86508 -4.34446 -3.66746
23 C -2.67084 -3.92655 -1.17138
24 H -4.32871 -4.24479 0.19600
25 H -4.32396 -2.66747 -0.59166
26 H -4.91806 -5.36327 -1.91015
27 H -6.02621 -4.00410 -1.77848
28 H -4.49944 -4.38254 -4.03976
29 H -4.84224 -2.73828 -3.44755
30 H -1.95569 -3.31747 -0.62393
31 H -2.37704 -4.97513 -1.13639
32 C 2.77321 4.91535 0.73913
33 C 4.03858 4.64081 1.56428
34 C 4.16303 3.11791 1.70997
35 S 3.36801 2.41655 0.25532
36 O 2.19951 1.67926 0.67810
37 O 4.35410 1.79096 -0.59053
38 C 2.83288 3.96593 -0.45018
39 H 2.71454 5.95184 0.41225
40 H 1.88382 4.70281 1.33501
41 H 4.91153 5.03395 1.03967
42 H 3.99853 5.12156 2.54039
43 H 5.19371 2.77332 1.73480
44 H 3.62597 2.74401 2.57969
45 H 1.87361 3.81843 -0.93980
46 H 3.58568 4.27276 -1.17631
47 C 3.70343 -1.17902 1.43118
48 C 4.37417 -2.43701 0.86367
49 C 4.77685 -3.31975 2.05225
50 S 3.60622 -2.94325 3.36670
51 O 4.32125 -2.33039 4.45910
52 O 2.75028 -4.07853 3.60373
53 C 2.71352 -1.67191 2.47941
54 H 3.20283 -0.60054 0.66176
55 H 4.45389 -0.53802 1.90066
56 H 3.66436 -2.97223 0.22995
57 H 5.23879 -2.18931 0.25008
58 H 4.71685 -4.38366 1.83819
59 H 5.76757 -3.07337 2.42890
60 H 2.39459 -0.90936 3.18571
61 H 1.84520 -2.14394 2.02069

Cartesian forces (eV/Å) of the 2 atoms listed first:
O 0.1 0.0 0.1
C 0.2 -0.3 0.0

# 6
Molecular formula: C2H6N4O2
Method: DFT, ωB97M-V/def2-TZVPD

Calculated values
Total energy   -12225.456 eV
Frontier orbital gap   8.66 eV
Energy above the lowest of the compared OMol25 structures with the same formula, charge and spin   27.58 kcal per mole
Net charge   0

Geometry (Å):
1 C -0.83789 -0.15055 0.68400
2 C -0.31858 -2.51035 -1.14168
3 N -1.74717 -0.67839 1.38818
4 N -0.48232 1.20075 0.94016
5 N -0.10219 -0.77206 -0.27244
6 N 0.99095 -0.13111 -0.89601
7 O 0.63108 -2.45999 -1.85398
8 O -1.26296 -3.03114 -0.71283
9 H -1.89850 -1.66111 1.19289
10 H -1.03427 1.51333 1.73073
11 H -0.67610 1.80542 0.14751
12 H 1.71614 0.16960 -0.22457
13 H 0.73550 0.68280 -1.48337
14 H 1.31815 -0.94019 -1.51834

Cartesian forces (eV/Å) of the 2 atoms listed first:
C 0.3 0.7 0.2
C 0.3 0.9 0.3

# 7
Molecular formula: C22H42Br7FN3O2
Method: DFT, ωB97M-V/def2-TZVPD

Calculated values
Total energy   -525068.996 eV
Frontier orbital gap   8.78 eV
Net charge   +1

Geometry (Å):
1 C 5.12331 -3.91993 0.44879
2 C 5.75664 -3.09428 1.55009
3 O 6.05533 -3.62271 2.54204
4 O 5.94048 -1.74879 1.42402
5 C 7.09553 -1.41437 0.62357
6 C 6.80390 -0.33853 -0.43134
7 C 5.72680 0.68175 -0.01775
8 C 4.30879 0.09648 -0.27460
9 C 3.36659 1.03668 -1.03789
10 C 2.87896 2.26785 -0.24853
11 C 2.37836 1.98335 1.20047
12 C 0.84850 2.29555 1.34593
13 C 0.07048 1.00870 1.03794
14 N -0.95777 1.35885 -0.00835
15 C -1.98978 0.48812 0.17238
16 N -2.63200 -0.12731 -0.76521
17 C -3.73366 -1.07095 -0.55822
18 C -5.12138 -0.42200 -0.78758
19 C -6.18293 -1.47083 -0.44093
20 F -6.37955 -1.48884 0.92054
21 N -2.21210 0.36204 1.51449
22 C -0.84106 0.36137 2.09987
23 Br -0.72003 0.86511 3.96419
24 H 4.93911 -3.37576 -0.48320
25 H 5.76586 -4.78111 0.25875
26 H 4.16779 -4.33876 0.77227
27 H 7.40060 -2.32062 0.08082
28 H 7.90971 -1.14556 1.30148
29 H 7.73883 0.21111 -0.59784
30 H 6.55127 -0.83502 -1.37233
31 H 5.86234 1.01071 1.01649
32 H 5.85940 1.56980 -0.64977
33 H 4.43703 -0.79182 -0.90151
34 H 3.91467 -0.26980 0.67833
35 H 2.54803 0.42859 -1.45388
36 H 3.92990 1.40367 -1.90776
37 H 2.01788 2.67098 -0.80163
38 H 3.61243 3.07610 -0.23247
39 H 2.97259 2.60054 1.87760
40 H 2.50025 0.94428 1.51399
41 H 0.57094 3.11984 0.69090
42 H 0.71942 2.64145 2.37520
43 H 0.68661 0.17416 0.69307
44 H -0.49398 1.26099 -0.90963
45 H -2.35346 0.05207 -1.72247
46 H -3.64106 -1.85967 -1.31022
47 H -3.70200 -1.57691 0.40841
48 H -5.21953 -0.15771 -1.84423
49 H -5.20617 0.45969 -0.14654
50 H -5.81834 -2.43202 -0.82247
51 H -7.13556 -1.23249 -0.93332
52 H -2.69157 -0.50207 1.74444
53 H -0.59891 -0.70265 2.12618
54 Br -8.78100 -2.73175 -3.06178
55 C -9.76917 -2.75438 -1.37965
56 C -11.22243 -3.07798 -1.59992
57 Br -12.18938 -1.54850 -2.31228
58 H -9.61549 -1.78799 -0.90848
59 H -9.29213 -3.52782 -0.77975
60 H -11.70731 -3.30911 -0.65343
61 H -11.37359 -3.89989 -2.29305
62 Br -4.20786 5.78007 4.71570
63 C -3.84307 4.02896 5.48020
64 C -3.81762 2.96117 4.41950
65 Br -5.61384 2.48642 3.83617
66 H -4.59510 3.85248 6.24312
67 H -2.86570 4.12143 5.95087
68 H -3.39579 2.03964 4.81454
69 H -3.26654 3.25739 3.53164
70 Br 6.53056 2.19855 -3.97652
71 C 5.80648 1.04948 -5.37143
72 C 4.71356 0.16638 -4.83443
73 Br 5.44258 -1.30643 -3.79032
74 H 6.63931 0.49126 -5.78785
75 H 5.41296 1.72763 -6.12639
76 H 4.16440 -0.30390 -5.64827
77 H 4.01866 0.69759 -4.19079

Cartesian forces (eV/Å) of the 2 atoms listed first:
C -0.1 0.4 -0.9
C -0.8 0.5 -1.7

Number 1: F_max 4.6 eV/Å. Number 2: F_max 2.0 eV/Å. Number 3: F_max 3.0 eV/Å. Number 4: F_max 0.9 eV/Å. Number 5: F_max 0.5 eV/Å. Number 6: F_max 1.4 eV/Å. Number 7: F_max 3.4 eV/Å.